1.
{
  "formula": "C51H40F9NO7P2",
  "method": "ωB97M-V/def2-TZVPD",
  "homo_energy_ev": -9.20,
  "total_energy_ev": -112392.9985,
  "molar_mass_g_mol": 1011.8,
  "gap_ev": 7.7,
  "lumo_ev": -1.530,
  "species": ["C", "C", "C", "C", "P", "O", "C", "C", "C", "F", "F", "C", "F", "F", "C", "F", "F", "C", "F", "F", "F", "C", "C", "C", "O", "C", "C", "C", "P", "N", "O", "O", "C", "O", "C", "O", "C", "C", "C", "C", "C", "C", "C", "C", "C", "O", "H", "H", "H", "H", "H", "H", "H", "H", "H", "H", "H", "H", "H", "H", "H", "H", "C", "C", "C", "C", "C", "C", "H", "H", "H", "H", "H", "H", "C", "C", "C", "C", "C", "C", "H", "H", "H", "H", "H", "H", "C", "C", "C", "C", "C", "C", "H", "H", "H", "H", "H", "H", "C", "C", "C", "C", "C", "C", "H", "H", "H", "H", "H", "H"],
  "positions_angstrom": [[-3.14, -1.80, 2.01], [-2.42, -2.21, 0.96], [-0.95, -1.98, 1.01], [-0.06, -2.75, 1.78], [-0.63, -4.18, 2.73], [-1.91, -4.76, 2.25], [1.29, -2.43, 1.83], [1.83, -1.37, 1.11], [3.32, -1.14, 1.29], [3.56, -1.28, 2.64], [3.75, 0.07, 0.97], [4.25, -2.24, 0.66], [4.08, -3.42, 1.28], [5.50, -1.84, 0.96], [4.23, -2.38, -0.88], [4.51, -1.21, -1.43], [5.25, -3.21, -1.19], [2.94, -3.02, -1.51], [2.24, -3.75, -0.63], [2.14, -2.12, -2.05], [3.31, -3.85, -2.48], [0.96, -0.63, 0.32], [-0.41, -0.93, 0.27], [-1.28, -0.03, -0.56], [-2.25, -0.41, -1.16], [-0.86, 1.40, -0.56], [-1.82, 2.41, -0.61], [-1.38, 3.73, -0.63], [-2.69, 4.97, -0.79], [-3.05, 5.19, -2.29], [-2.28, 6.38, -0.17], [-4.00, 4.43, -0.05], [-0.02, 4.02, -0.56], [0.39, 5.35, -0.56], [0.81, 5.73, 0.72], [1.89, 6.18, 0.84], [-0.08, 5.56, 1.91], [-0.26, 4.32, 2.52], [-1.05, 4.20, 3.66], [-1.70, 5.30, 4.20], [-1.52, 6.54, 3.58], [-0.73, 6.66, 2.45], [0.94, 3.02, -0.52], [0.49, 1.71, -0.52], [1.41, 0.53, -0.53], [2.39, 0.55, -1.22], [-2.80, -1.99, 3.03], [-4.08, -1.28, 1.91], [-2.87, -2.70, 0.11], [-0.80, -3.79, 4.08], [0.37, -5.18, 2.68], [1.93, -3.05, 2.45], [-2.87, 2.15, -0.66], [-2.50, 4.61, -2.92], [-2.61, 7.03, -0.81], [-4.71, 4.51, -0.70], [0.24, 3.44, 2.15], [-1.18, 3.25, 4.16], [-2.30, 5.20, 5.09], [-2.00, 7.40, 4.01], [-0.60, 7.61, 1.96], [1.99, 3.25, -0.49], [0.79, 0.30, -5.32], [0.69, -0.58, -4.26], [-0.18, -1.66, -4.33], [-0.95, -1.86, -5.47], [-0.84, -0.98, -6.53], [0.02, 0.11, -6.46], [1.47, 1.14, -5.26], [1.29, -0.43, -3.37], [-0.27, -2.35, -3.49], [-1.62, -2.70, -5.52], [-1.44, -1.13, -7.42], [0.10, 0.80, -7.29], [-0.35, -7.17, -2.91], [-0.72, -7.70, -4.13], [-0.08, -7.29, -5.29], [0.95, -6.35, -5.23], [1.32, -5.82, -4.00], [0.67, -6.23, -2.84], [-0.85, -7.48, -2.00], [-1.51, -8.43, -4.19], [-0.37, -7.70, -6.25], [1.45, -6.04, -6.13], [2.12, -5.10, -3.95], [0.96, -5.81, -1.88], [-4.06, 10.86, 1.38], [-4.75, 10.89, 2.57], [-5.01, 9.71, 3.26], [-4.55, 8.50, 2.76], [-3.85, 8.47, 1.56], [-3.61, 9.65, 0.87], [-3.86, 11.78, 0.84], [-5.10, 11.84, 2.97], [-5.55, 9.74, 4.20], [-4.75, 7.58, 3.30], [-3.49, 7.52, 1.16], [-3.07, 9.63, -0.07], [4.11, -6.48, 2.70], [3.45, -6.38, 3.92], [3.23, -7.52, 4.69], [3.68, -8.75, 4.24], [4.34, -8.85, 3.02], [4.56, -7.71, 2.25], [4.28, -5.59, 2.11], [3.11, -5.42, 4.28], [2.71, -7.45, 5.63], [3.52, -9.64, 4.83], [4.70, -9.81, 2.67], [5.07, -7.79, 1.30]],
  "mulliken_charge": [-0.77, -0.59, 0.31, 0.72, 0.44, -0.65, -1.32, -0.10, 0.61, -0.34, -0.27, 0.44, -0.15, -0.36, 0.76, -0.23, -0.31, 0.52, -0.09, -0.13, -0.31, 0.48, 0.21, -0.05, -0.58, 0.50, -1.26, 0.39, 1.35, -0.98, -0.48, -0.54, -0.21, -0.57, -0.28, -0.51, 0.32, 0.12, -0.72, -0.70, -0.58, -0.19, -0.48, 0.50, 0.12, -0.61, 0.22, 0.29, 0.41, 0.12, 0.10, 0.66, 0.65, 0.25, 0.27, 0.36, 0.61, 0.42, 0.44, 0.53, 0.50, 0.66, -0.70, 0.02, -0.23, -0.80, -0.39, -0.39, 0.41, 0.41, 0.48, 0.42, 0.37, 0.38, -0.60, -0.36, -0.41, -0.61, -0.20, -0.17, 0.40, 0.37, 0.38, 0.39, 0.47, 0.34, -0.48, -0.44, -0.41, -0.67, 0.20, -0.42, 0.37, 0.36, 0.37, 0.41, 0.46, 0.33, -0.04, -0.39, -0.49, -0.43, -0.32, -0.68, 0.45, 0.44, 0.37, 0.36, 0.37, 0.38]
}

---

2.
{
  "formula": "C51H42CeN6O4",
  "method": "ωB97M-V/def2-TZVPD",
  "total_charge": 2,
  "homo_energy_ev": -11.72,
  "total_energy_ev": -83618.2206,
  "molar_mass_g_mol": 943.1,
  "gap_ev": 5.4,
  "lumo_ev": -6.334,
  "species": ["Ce", "C", "C", "C", "C", "C", "C", "C", "C", "C", "C", "C", "N", "C", "C", "C", "C", "C", "C", "C", "C", "C", "C", "C", "C", "C", "N", "C", "C", "C", "C", "C", "C", "C", "C", "C", "C", "C", "C", "N", "C", "C", "N", "C", "C", "C", "C", "C", "C", "H", "H", "H", "H", "H", "H", "H", "H", "H", "H", "H", "H", "H", "H", "H", "H", "H", "H", "H", "H", "H", "H", "H", "H", "H", "H", "H", "H", "N", "C", "C", "O", "O", "H", "H", "H", "H", "H", "O", "C", "O", "C", "N", "C", "C", "C", "H", "H", "H", "H", "H", "H", "H", "H", "H"],
  "positions_angstrom": [[-0.34, 0.63, -0.15], [7.46, 0.58, -0.24], [6.72, 1.43, -1.05], [5.34, 1.41, -1.00], [4.68, 0.56, -0.13], [5.42, -0.29, 0.69], [6.80, -0.27, 0.63], [3.20, 0.50, -0.08], [2.58, 1.14, 1.02], [3.24, 1.90, 2.05], [2.28, 2.40, 2.87], [1.00, 1.94, 2.36], [1.24, 1.19, 1.26], [-0.28, 2.23, 2.92], [-1.55, 1.72, 2.56], [-2.83, 2.00, 3.17], [-3.78, 1.39, 2.42], [-3.11, 0.74, 1.31], [-3.72, 0.15, 0.16], [-5.19, 0.31, 0.06], [-5.77, 1.58, 0.04], [-7.13, 1.73, -0.15], [-7.94, 0.63, -0.31], [-7.39, -0.64, -0.28], [-6.02, -0.80, -0.10], [-3.11, -0.43, -0.98], [-1.78, -0.68, -1.17], [-1.55, -1.02, -2.47], [-0.28, -1.17, -3.07], [-0.25, -1.38, -4.54], [0.32, -0.37, -5.31], [0.38, -0.46, -6.69], [-0.13, -1.58, -7.32], [-0.68, -2.61, -6.57], [-0.75, -2.51, -5.19], [1.00, -0.96, -2.50], [2.28, -1.28, -3.11], [3.25, -0.82, -2.27], [2.58, -0.20, -1.15], [1.24, -0.35, -1.31], [-2.83, -1.09, -3.14], [-3.78, -0.73, -2.23], [-1.77, 0.91, 1.48], [-0.25, 3.34, 3.90], [-0.35, 3.17, 5.28], [-0.23, 4.27, 6.12], [-0.02, 5.53, 5.60], [0.07, 5.71, 4.23], [-0.04, 4.62, 3.39], [8.53, 0.59, -0.28], [7.23, 2.10, -1.73], [4.76, 2.06, -1.64], [4.91, -0.96, 1.36], [7.37, -0.94, 1.26], [4.30, 2.04, 2.13], [2.42, 3.01, 3.74], [-2.98, 2.56, 4.07], [-4.84, 1.37, 2.61], [-5.13, 2.45, 0.15], [-7.55, 2.73, -0.19], [-9.01, 0.75, -0.45], [-8.02, -1.51, -0.41], [-5.59, -1.78, -0.09], [0.73, 0.50, -4.80], [0.82, 0.34, -7.27], [-0.08, -1.66, -8.39], [-1.05, -3.49, -7.06], [-1.16, -3.32, -4.60], [2.41, -1.81, -4.03], [4.31, -0.90, -2.40], [-2.98, -1.36, -4.16], [-4.84, -0.68, -2.41], [-0.50, 2.19, 5.68], [-0.28, 4.13, 7.19], [0.09, 6.38, 6.26], [0.24, 6.70, 3.82], [0.04, 4.74, 2.32], [-2.10, -2.21, 4.48], [-1.88, -2.50, 3.06], [-0.77, -1.57, 2.54], [-0.24, -0.82, 3.48], [-0.42, -1.53, 1.38], [-2.95, -1.69, 4.64], [-0.72, -1.06, 4.33], [-2.13, -3.05, 5.04], [-2.76, -2.34, 2.44], [-1.56, -3.53, 2.90], [-1.61, 2.45, -0.83], [-1.06, 2.57, -1.92], [0.12, 2.28, -2.20], [-1.85, 3.23, -3.11], [-0.79, 3.98, -3.83], [-0.86, 5.36, -3.29], [-2.36, 5.60, -3.14], [-2.89, 4.25, -2.64], [-2.25, 2.43, -3.73], [-0.92, 3.98, -4.84], [0.09, 3.46, -3.56], [-0.38, 6.08, -3.94], [-0.37, 5.37, -2.31], [-2.82, 5.84, -4.10], [-2.58, 6.41, -2.45], [-3.87, 4.02, -3.03], [-2.94, 4.21, -1.55]],
  "mulliken_charge": [-3.07, -0.45, -0.91, 0.28, -0.70, 0.21, -0.92, 1.15, 0.59, -1.44, -1.63, 0.34, 0.72, 1.28, 0.54, -1.58, -1.24, -0.02, 1.73, -0.18, -0.37, -0.96, -0.54, -0.87, -0.18, 0.48, 0.65, 0.37, 1.54, -0.42, -0.22, -0.93, -0.48, -0.86, -0.05, 0.10, -1.41, -1.52, 0.68, 1.10, -1.60, -1.43, 0.92, -1.13, 0.33, -0.91, -0.44, -0.92, 0.12, 0.42, 0.42, 0.48, 0.50, 0.42, 0.64, 0.65, 0.74, 0.82, 0.54, 0.44, 0.43, 0.45, 0.47, 0.56, 0.44, 0.42, 0.43, 0.53, 0.69, 0.65, 0.66, 0.62, 0.48, 0.43, 0.43, 0.43, 0.49, -0.62, -0.21, 0.54, -0.39, -0.64, 0.21, 0.47, 0.21, 0.13, 0.46, -0.30, 1.16, -0.91, -0.12, 0.01, -0.55, -0.75, -0.50, 0.64, 0.44, 0.28, 0.49, 0.23, 0.30, 0.37, 0.47, 0.14]
}